Below is a cluster of 2 separate species, C4H9NO in total at a distorted geometry, with properties calculated with ωB97M-V/def2-TZVPD.

Results
- Electronic energy: -287.6541 Eh
- Total charge: -1
- Kohn-Sham gap (alpha / beta): 3.44 / 5.10 eV
- ΔE to the lowest compared entry with this formula, charge and spin: 57.1 kcal/mol
- Maximum force: 5.0 eV/A
- Spin multiplicity: 2

```
15
C4H9NO (ωB97M-V/def2-TZVPD)
N 0.73095 1.02395 1.12913
C 0.89215 0.52639 -0.24045
C 1.86540 0.91261 -1.08099
C -0.54527 -0.59231 -1.97123
C -0.44990 0.11735 -0.72604
H 0.33195 0.25018 1.56043
H -0.08739 1.58489 1.21906
H 1.62623 0.51139 -2.14490
H 2.93889 1.05472 -0.84890
H -1.29327 -1.44497 -2.27311
H -0.11566 -0.13735 -2.79575
H -1.25368 0.34182 -0.05135
H -1.92793 -2.39298 1.99876
H -1.48320 -1.42923 2.98035
O -1.80335 -1.41129 2.07048
```

So, what does the Löwdin scheme give us? The charges, in e, come out as:
1. N 0.00
2. C -0.50
3. C -0.08
4. C -0.17
5. C -0.27
6. H -0.01
7. H 0.03
8. H 0.03
9. H 0.00
10. H 0.00
11. H -0.07
12. H 0.03
13. H 0.05
14. H 0.02
15. O -0.08

Below is an isolated molecule of C4H9NO, with properties calculated with ωB97M-V/def2-TZVPD.

Results
- Structure (SMILES): CCN(C)C=O
- Electronic energy: -287.8066 Eh
- Total charge: 0
- Kohn-Sham gap: 10.23 eV
- ΔE to the lowest compared entry with this formula, charge and spin: 16.2 kcal/mol
- Maximum force: 0.3 eV/A
- Spin multiplicity: 1

```
15
C4H9NO (ωB97M-V/def2-TZVPD)
C -1.76655 0.53972 -0.47842
C -0.26164 0.60677 -0.72568
N 0.50704 -0.28346 0.14059
C 1.53560 0.28417 0.98539
C 0.34452 -1.62560 0.02370
O -0.42389 -2.17076 -0.74713
H -2.27108 1.36825 -0.98627
H -1.98502 0.60798 0.59229
H -2.16811 -0.40314 -0.85341
H 0.10718 1.62090 -0.53962
H -0.04380 0.36323 -1.77269
H 1.11384 1.02210 1.67759
H 2.31620 0.77412 0.38887
H 2.00488 -0.50902 1.57417
H 0.99084 -2.19526 0.72063
```

So, what does the Löwdin scheme give us? The charges, in e, come out as:
1. C -0.08
2. C -0.21
3. N -0.17
4. C -0.06
5. C -0.34
6. O 0.01
7. H 0.07
8. H 0.08
9. H 0.07
10. H 0.11
11. H 0.12
12. H 0.09
13. H 0.09
14. H 0.08
15. H 0.13

Below is an isolated molecule of C4H9NO at a distorted geometry, with properties calculated with ωB97M-V/def2-TZVPD.

Results
- Structure (SMILES): CO[C@@H]1C[C@@H]1N
- Electronic energy: -287.7306 Eh
- Total charge: 0
- Kohn-Sham gap: 10.17 eV
- ΔE to the lowest compared entry with this formula, charge and spin: 63.9 kcal/mol
- Maximum force: 2.9 eV/A
- Spin multiplicity: 1

```
15
C4H9NO (ωB97M-V/def2-TZVPD)
C -2.31060 -0.22311 -0.20412
O -1.03663 -0.59442 0.14037
C -0.14160 0.36754 0.52923
C 0.59193 1.26770 -0.46349
C 1.31673 0.20546 0.37731
N 1.77416 -0.98369 -0.32513
H -2.94938 0.04382 0.70615
H -2.86653 -1.04431 -0.63881
H -2.31221 0.62234 -0.91480
H -0.41638 0.92542 1.45202
H 0.41137 1.03671 -1.52824
H 0.65875 2.29522 -0.17647
H 1.87985 0.53867 1.17574
H 2.68195 -0.83167 -0.80083
H 2.04774 -1.65056 0.44461
```

So, what does the Löwdin scheme give us? The charges, in e, come out as:
1. C -0.13
2. O -0.13
3. C -0.34
4. C -0.03
5. C -0.32
6. N 0.04
7. H 0.11
8. H 0.08
9. H 0.09
10. H 0.15
11. H 0.12
12. H 0.08
13. H 0.10
14. H 0.08
15. H 0.10

Below is a cluster of 2 separate species, C4H9NO in total at a distorted geometry, with properties calculated with ωB97M-V/def2-TZVPD.

Results
- Electronic energy: -287.6371 Eh
- Total charge: 0
- Kohn-Sham gap: 9.24 eV
- ΔE to the lowest compared entry with this formula, charge and spin: 122.6 kcal/mol
- Maximum force: 1.4 eV/A
- Spin multiplicity: 1

```
15
C4H9NO (ωB97M-V/def2-TZVPD)
C -1.26118 0.28494 0.44967
C -0.87647 -0.23619 -0.89116
N 0.39352 0.38276 -1.27693
C 0.37387 -0.95057 -0.63195
C 0.58169 -0.81427 0.83473
O 1.33389 1.63224 1.07767
H -1.99545 -0.31275 1.00632
H 0.45339 1.41705 1.36613
H -1.60418 1.34162 0.43698
H -1.56352 -0.53399 -1.67246
H 0.53946 0.26175 -2.27479
H 0.78133 -1.76514 -1.22298
H 1.65418 -0.79554 1.14045
H -0.00149 -1.38579 1.53549
H 1.19099 1.47389 0.12283
```

So, what does the Löwdin scheme give us? The charges, in e, come out as:
1. C 0.01
2. C -0.35
3. N 0.03
4. C -0.32
5. C 0.05
6. O -0.10
7. H 0.08
8. H -0.02
9. H 0.09
10. H 0.14
11. H 0.10
12. H 0.14
13. H 0.09
14. H 0.06
15. H 0.01

Below is an isolated molecule of C4H9NO, with properties calculated with ωB97M-V/def2-TZVPD.

Results
- Structure (SMILES): CC(C)NC=O
- Electronic energy: -287.8105 Eh
- Total charge: 0
- Kohn-Sham gap: 10.66 eV
- ΔE to the lowest compared entry with this formula, charge and spin: 13.8 kcal/mol
- Maximum force: 0.8 eV/A
- Spin multiplicity: 1

```
15
C4H9NO (ωB97M-V/def2-TZVPD)
C -0.52736 -1.35953 0.05398
C -0.13998 -0.02925 -0.58240
C -1.31646 0.93126 -0.53879
N 0.96235 0.65243 0.14374
C 1.97619 0.04277 0.80427
O 2.22336 -1.14143 0.80543
H -0.54797 -1.22417 1.13739
H -1.54070 -1.57752 -0.25675
H 0.14746 -2.17080 -0.18716
H 0.24593 -0.10715 -1.60112
H -1.09814 1.88103 -1.03465
H -1.53766 1.19256 0.49569
H -2.23145 0.55747 -0.99889
H 0.75437 1.59875 0.43547
H 2.63006 0.75359 1.32382
```

So, what does the Löwdin scheme give us? The charges, in e, come out as:
1. C -0.06
2. C -0.40
3. C -0.08
4. N 0.04
5. C -0.37
6. O 0.02
7. H 0.09
8. H 0.07
9. H 0.07
10. H 0.14
11. H 0.08
12. H 0.08
13. H 0.08
14. H 0.12
15. H 0.12

Below is an isolated molecule of C4H9NO, with properties calculated with ωB97M-V/def2-TZVPD.

Results
- Structure (SMILES): CCN(C)C=O
- Electronic energy: -287.8044 Eh
- Total charge: 0
- Kohn-Sham gap: 10.21 eV
- ΔE to the lowest compared entry with this formula, charge and spin: 17.6 kcal/mol
- Maximum force: 0.3 eV/A
- Spin multiplicity: 1

```
15
C4H9NO (ωB97M-V/def2-TZVPD)
C -1.81346 -0.39831 0.32561
C -0.77095 0.61411 -0.17124
N 0.58389 0.07535 -0.21715
C 1.58634 0.59036 0.68779
C 0.86037 -0.90081 -1.11624
O 0.05455 -1.35848 -1.90536
H -2.55056 0.07730 0.97814
H -1.32934 -1.19504 0.89907
H -2.33314 -0.86516 -0.51217
H -0.73766 1.49166 0.48145
H -1.03762 0.96227 -1.17445
H 1.26577 0.49012 1.73215
H 1.79915 1.64833 0.48855
H 2.51559 0.02779 0.55755
H 1.90706 -1.25948 -1.05369
```

So, what does the Löwdin scheme give us? The charges, in e, come out as:
1. C -0.08
2. C -0.21
3. N -0.17
4. C -0.06
5. C -0.34
6. O 0.02
7. H 0.07
8. H 0.08
9. H 0.07
10. H 0.11
11. H 0.12
12. H 0.09
13. H 0.09
14. H 0.08
15. H 0.13